{"formula": "C31H53ClN2O6P2Si2Sn", "method": "ωB97M-V/def2-TZVPD", "symbols": ["Sn", "C", "C", "C", "Si", "C", "C", "Si", "H", "H", "H", "Cl", "C", "C", "C", "C", "H", "H", "H", "H", "H", "H", "H", "H", "H", "H", "H", "H", "C", "C", "P", "H", "H", "P", "H", "H", "C", "C", "C", "C", "C", "H", "C", "H", "H", "H", "H", "H", "H", "H", "C", "C", "H", "H", "H", "H", "H", "H", "H", "C", "C", "H", "H", "H", "H", "H", "H", "C", "C", "H", "H", "H", "H", "H", "H", "H", "C", "H", "H", "H", "O", "C", "O", "C", "C", "C", "C", "C", "C", "N", "O", "O", "N", "O", "O", "H", "H", "H"], "positions_angstrom": [[0.54654, 0.21240, 0.60154], [1.29084, -2.62351, -1.18325], [2.43929, -1.83905, -1.45138], [3.29531, -1.97241, -0.30560], [2.65937, -0.87618, -3.04752], [2.61787, -2.75884, 0.66937], [1.33680, -3.13130, 0.13889], [-0.07832, -4.08607, 0.91859], [0.47465, -2.78942, -1.88841], [4.29794, -1.53234, -0.19458], [3.01251, -3.04021, 1.65894], [0.74993, 3.52554, 3.58811], [-0.92400, -5.04553, -0.44376], [0.61164, -5.22861, 2.22255], [1.79551, -1.82519, -4.40278], [4.48644, -0.69653, -3.38302], [1.17181, -6.02090, 1.70479], [-0.19759, -5.70084, 2.79763], [1.29231, -4.73066, 2.92353], [-1.48208, -4.38112, -1.11787], [-1.62827, -5.77633, -0.02354], [-0.17451, -5.58921, -1.03552], [4.87756, -1.69647, -3.62073], [5.05286, -0.30287, -2.53054], [4.66311, -0.04419, -4.24988], [2.07302, -2.88655, -4.34623], [2.08717, -1.44077, -5.38943], [0.70355, -1.74143, -4.30802], [-1.36817, -2.89960, 1.68569], [1.81509, 0.83837, -2.94241], [-0.73487, -1.41297, 2.54565], [-2.00230, -3.47649, 2.38134], [-2.02834, -2.56230, 0.86533], [1.92629, 1.71277, -1.34686], [0.74619, 0.67565, -3.17789], [2.22644, 1.48784, -3.73374], [1.20229, 3.41703, -1.54459], [3.75125, 1.98791, -1.04084], [0.29770, -2.05036, 3.96166], [-2.19083, -0.54318, 3.33854], [-2.61107, 0.71985, 2.57435], [-1.79056, -0.23706, 4.31741], [-3.38288, -1.46858, 3.53315], [-3.75012, -1.81797, 2.56160], [-4.18114, -0.89015, 4.01157], [-3.16418, -2.33312, 4.17113], [-1.79639, 1.45587, 2.50951], [-3.45488, 1.20766, 3.08540], [-2.94739, 0.47176, 1.55865], [1.00513, -2.75055, 3.48289], [-0.56911, -2.83448, 4.94983], [1.07796, -0.90776, 4.63549], [-1.08253, -3.70272, 4.51082], [-1.31743, -2.19545, 5.43678], [0.08715, -3.21704, 5.73980], [1.88253, -0.53865, 3.97895], [1.53636, -1.31903, 5.54616], [0.41276, -0.07161, 4.92000], [4.19309, 0.98067, -1.14476], [4.01379, 2.52165, 0.37921], [4.34723, 2.89559, -2.12156], [4.23998, 2.51007, -3.14615], [5.42205, 2.98777, -1.92619], [3.92793, 3.91003, -2.08535], [3.82597, 1.74317, 1.13682], [3.40049, 3.41551, 0.59823], [5.07611, 2.80286, 0.43168], [-0.18530, 3.53727, -0.90015], [1.16498, 3.86289, -3.00193], [1.90265, 4.04868, -0.97538], [0.51700, 3.19540, -3.58466], [2.16088, 3.90336, -3.46298], [0.73597, 4.87189, -3.02471], [-0.92661, 2.93612, -1.44328], [-0.52463, 4.58196, -0.95507], [-0.19769, 3.24746, 0.16136], [1.43744, 2.14211, 2.80693], [2.38442, 1.78161, 3.19175], [1.54165, 2.38541, 1.75336], [0.68711, 1.35404, 2.88007], [-1.32289, -0.53448, -2.45686], [-1.86127, 0.08075, -1.53785], [-1.46446, 0.10122, -0.27884], [-3.08402, 0.94225, -1.68980], [-3.33757, 1.99207, -0.77358], [-4.47402, 2.81638, -0.91866], [-5.39647, 2.58537, -1.95948], [-5.13199, 1.53323, -2.86174], [-3.96702, 0.72423, -2.75012], [-6.08946, 1.25475, -3.90953], [-7.11836, 1.96628, -4.00843], [-5.84140, 0.30124, -4.67262], [-4.62493, 3.89556, 0.03601], [-3.73962, 4.01453, 0.92846], [-5.61088, 4.65374, -0.06943], [-2.65184, 2.17470, 0.05755], [-6.28912, 3.22185, -2.03717], [-3.78543, -0.06629, -3.48240]], "forces_ev_per_a": [[-0.1, -2.0, -1.0], [-0.7, 0.9, 0.3], [0.5, 0.3, -0.2], [-0.5, 0.2, 0.4], [-0.2, -0.9, 1.3], [0.0, 0.5, -0.1], [0.0, -0.3, 0.5], [1.3, 0.8, -0.7], [0.2, 0.1, 0.2], [-0.5, -0.3, -0.1], [-0.2, 0.1, -0.6], [-0.1, 0.9, 0.7], [-0.3, -0.2, 0.1], [-0.2, -0.3, 0.2], [0.0, 0.1, -0.3], [0.2, 0.1, -0.4], [-0.1, 0.2, 0.2], [0.2, 0.0, 0.0], [-0.1, -0.1, -0.2], [0.2, -0.1, 0.1], [0.0, 0.1, -0.2], [-0.2, 0.1, 0.2], [0.0, 0.3, 0.1], [-0.1, -0.1, -0.2], [0.1, -0.1, 0.1], [-0.1, 0.3, 0.0], [-0.1, -0.1, 0.1], [0.3, 0.0, 0.0], [-0.4, -0.2, 0.4], [0.1, 0.5, -0.4], [-0.1, -0.3, -0.1], [0.1, 0.1, -0.2], [0.3, 0.0, 0.2], [0.1, -0.2, -0.5], [0.3, 0.0, 0.2], [-0.1, -0.2, 0.1], [0.4, -0.2, 0.0], [-0.5, -0.2, -0.4], [-0.5, -0.1, -0.5], [0.4, -0.2, 0.2], [-0.2, -0.1, 0.0], [-0.2, 0.0, -0.1], [-0.3, 0.2, 0.2], [0.0, 0.0, 0.2], [-0.1, -0.2, 0.0], [0.0, 0.2, -0.2], [-0.1, -0.1, 0.0], [0.3, -0.1, 0.0], [0.2, 0.0, 0.3], [-0.2, 0.4, 0.2], [0.3, -0.1, 0.4], [-0.1, -0.3, 0.0], [0.2, 0.3, 0.0], [0.2, -0.1, -0.1], [-0.1, -0.1, 0.0], [-0.3, -0.1, 0.2], [0.0, 0.3, -0.1], [0.3, -0.3, -0.1], [-0.2, 0.4, 0.2], [0.1, -0.1, -0.3], [0.4, 0.1, 0.1], [-0.1, 0.0, 0.4], [-0.1, 0.1, -0.1], [0.1, -0.2, 0.0], [0.0, 0.3, -0.3], [0.3, -0.3, 0.0], [-0.3, 0.0, 0.2], [0.0, 0.1, -0.1], [-0.1, 0.4, 0.1], [-0.2, 0.0, -0.2], [0.2, 0.2, 0.0], [-0.4, -0.1, 0.1], [0.0, -0.1, -0.2], [0.2, 0.0, 0.1], [0.0, -0.2, 0.1], [0.0, 0.0, -0.2], [-0.5, -0.7, -0.8], [0.1, 0.2, 0.3], [0.3, 0.2, 0.0], [0.2, 0.0, 0.3], [-1.0, 0.9, 0.9], [1.2, -0.5, 0.3], [0.8, 0.0, -0.4], [-0.9, 0.8, -0.3], [-0.4, -0.1, -0.3], [0.9, -1.7, -1.1], [0.2, 0.1, 0.2], [1.2, 0.4, 1.5], [-0.8, 0.6, 0.0], [-2.0, -0.5, -2.1], [2.3, -1.3, 0.5], [-0.4, 1.7, 1.4], [-0.2, 2.0, 1.9], [-2.1, -0.3, -2.1], [1.9, -1.6, 0.1], [-0.4, -0.1, -0.4], [0.5, -0.5, -0.1], [0.0, 0.3, 0.3]], "lowdin_charge": [1.23, -0.20, -0.36, -0.18, 0.50, -0.18, -0.36, 0.50, 0.09, 0.08, 0.08, 0.55, -0.18, -0.18, -0.17, -0.18, 0.04, 0.03, 0.02, 0.03, 0.03, 0.04, 0.04, 0.02, 0.03, 0.04, 0.03, 0.03, -0.40, -0.40, 0.88, 0.04, 0.05, 0.87, 0.04, 0.04, -0.55, -0.53, -0.54, -0.54, -0.12, 0.10, -0.12, 0.08, 0.08, 0.06, 0.06, 0.09, 0.06, 0.08, -0.12, -0.11, 0.07, 0.07, 0.08, 0.07, 0.08, 0.08, 0.08, -0.11, -0.11, 0.07, 0.08, 0.07, 0.07, 0.07, 0.08, -0.12, -0.12, 0.10, 0.08, 0.07, 0.08, 0.07, 0.09, 0.06, -0.67, 0.05, -0.06, -0.08, 0.06, -0.56, -0.31, -0.09, 0.06, -0.11, 0.11, -0.11, 0.10, -0.32, 0.06, 0.07, -0.30, 0.05, 0.08, 0.10, 0.14, 0.14], "e_tot_ha": -3710.0252, "charge": 0, "fmax_ev_per_a": 2.95}